Record 1
Density functional theory data (wB97M-V/def2-TZVPD) for a molecular structure, C28H49N7.

For the maximum force, the calculation gives 7.7 eV Å⁻¹. The calculation puts the electronic energy at -1478.85528 Ha.

The geometry in ORCA input format:
```
! wB97M-V def2-TZVPD RIJCOSX def2/J DEFGRID3
* xyz 0 1
C 7.00 8.79 34.57
C 8.44 9.27 34.20
C 9.18 8.09 33.56
C 9.27 6.86 34.33
N 9.39 6.00 35.01
H 6.29 9.53 34.94
H 7.29 8.12 35.38
H 6.48 8.25 33.79
H 8.93 9.70 35.07
H 8.45 10.07 33.46
H 10.18 8.36 33.22
H 8.61 7.77 32.69
C 11.09 12.66 31.42
C 10.10 13.09 32.48
C 9.21 11.96 32.97
C 9.86 10.75 33.47
N 10.40 9.83 33.83
H 12.08 12.71 31.87
H 11.20 13.37 30.60
H 10.83 11.72 30.94
H 9.44 13.88 32.12
H 10.59 13.48 33.37
H 8.63 11.66 32.10
H 8.52 12.44 33.67
C 8.89 6.90 30.13
C 9.56 6.27 31.29
C 9.27 4.78 31.36
C 10.23 3.96 30.52
N 10.92 3.33 29.88
H 9.10 7.97 30.13
H 7.82 6.70 30.10
H 9.20 6.40 29.21
H 9.13 6.67 32.20
H 10.58 6.66 31.37
H 8.38 4.41 30.86
H 9.52 4.36 32.34
C 11.70 8.79 29.01
C 12.81 9.45 29.79
C 12.32 10.08 31.19
C 11.78 8.98 32.00
N 11.24 8.17 32.61
H 11.01 9.42 28.46
H 11.22 8.20 29.79
H 12.16 8.10 28.29
H 13.35 10.17 29.18
H 13.47 8.61 30.00
H 11.50 10.79 31.10
H 13.12 10.50 31.79
C 8.17 4.53 33.48
C 8.45 3.19 34.33
C 10.00 2.88 34.58
C 10.85 2.73 33.33
N 11.52 2.71 32.42
H 8.88 5.34 33.37
H 7.19 4.97 33.70
H 8.08 4.17 32.46
H 8.01 2.29 33.89
H 7.97 3.35 35.29
H 10.16 1.96 35.14
H 10.44 3.69 35.16
C 7.65 9.73 39.10
C 8.36 8.84 38.07
C 8.65 9.41 36.74
C 8.98 10.86 36.67
N 9.27 12.00 36.55
H 6.95 10.49 38.76
H 8.42 10.11 39.78
H 7.08 8.93 39.58
H 7.64 8.08 37.76
H 9.12 8.33 38.67
H 7.81 9.19 36.09
H 9.59 8.98 36.39
C 6.26 11.65 34.10
C 7.18 11.66 35.33
C 6.33 11.85 36.65
C 5.61 10.60 37.11
N 5.11 9.61 37.40
H 5.75 10.69 34.11
H 6.73 11.42 33.14
H 5.60 12.51 33.96
H 7.94 12.40 35.10
H 7.69 10.70 35.30
H 5.52 12.55 36.44
H 6.90 12.29 37.47
*
```

***

Record 2
Density functional theory data (wB97M-V/def2-TZVPD) for a molecular structure, C28H49NO2P2Re.

For the maximum force, the calculation gives 7.1 eV Å⁻¹. The calculation puts the electronic energy at -2061.71305 Ha.

The geometry in ORCA input format:
```
! wB97M-V def2-TZVPD RIJCOSX def2/J DEFGRID3
* xyz 2 4
Re -0.20 -0.03 -2.24
C 1.99 1.26 -1.60
C 1.07 1.67 -2.65
C 0.19 2.23 -0.55
C 1.44 1.62 -0.34
C -0.11 2.23 -1.97
C 3.35 0.72 -1.82
H 3.43 0.17 -2.78
H 3.65 0.04 -0.99
H 4.11 1.54 -1.82
C 2.13 1.53 0.96
H 2.71 0.60 1.05
H 1.39 1.54 1.77
H 2.80 2.39 1.14
C -0.55 2.97 0.50
H -0.19 4.02 0.59
H -0.39 2.53 1.50
H -1.63 3.02 0.30
C -1.26 2.93 -2.63
H -0.89 3.61 -3.40
H -1.83 3.51 -1.89
H -1.97 2.23 -3.11
C 1.42 1.82 -4.09
H 1.93 2.77 -4.28
H 0.53 1.79 -4.72
H 2.10 1.02 -4.40
C -0.15 -1.90 -1.54
C 0.76 -1.67 -2.69
C 0.44 -2.27 -4.05
C -0.61 -1.43 -4.81
C -1.06 -0.22 -4.00
C -2.02 -0.42 -2.89
C -2.48 -1.84 -2.63
C -1.47 -2.63 -1.77
H 0.14 -3.33 -3.92
H -1.47 -2.03 -5.12
H 1.35 -2.32 -4.65
H -1.29 -3.62 -2.23
H 0.34 -2.04 -0.57
H 1.81 -1.62 -2.42
H -1.92 -2.87 -0.79
H -3.48 -1.80 -2.18
H -2.76 0.37 -2.74
H -2.64 -2.35 -3.59
H -0.16 -1.08 -5.76
H -1.24 0.69 -4.58
P 2.33 -2.14 1.55
C 3.59 -1.89 2.91
H 3.83 -2.89 3.33
H 3.13 -1.24 3.68
H 4.49 -1.41 2.49
C 1.22 -3.10 2.67
H 1.81 -3.87 3.20
H 0.41 -3.56 2.09
H 0.80 -2.36 3.38
C 3.20 -3.55 0.73
H 2.52 -3.98 -0.02
H 3.48 -4.31 1.48
H 4.10 -3.16 0.23
P -2.71 0.18 0.98
C -3.93 1.19 0.05
H -4.93 0.76 0.21
H -3.69 1.16 -1.02
H -3.93 2.22 0.40
C -3.62 -1.41 0.96
H -3.54 -1.88 -0.03
H -4.68 -1.22 1.18
H -3.20 -2.07 1.73
C -2.93 0.80 2.69
H -3.91 1.28 2.79
H -2.12 1.53 2.89
H -2.84 -0.05 3.39
O 0.61 -0.36 3.67
C 0.46 0.76 4.18
C 0.49 0.98 5.70
C 0.30 2.47 5.84
C 0.14 2.98 4.40
O -0.06 4.16 4.12
N 0.22 1.92 3.51
H -0.33 0.42 6.17
H 1.44 0.63 6.11
H -0.59 2.71 6.43
H 1.17 2.94 6.31
*
```

***

Record 3
Density functional theory data (wB97M-V/def2-TZVPD) for a molecular structure, C28H50AuBCl2N4P2.

For the maximum force, the calculation gives 0.9 eV Å⁻¹. The calculation puts the electronic energy at -3079.22571 Ha.

The geometry in ORCA input format:
```
! wB97M-V def2-TZVPD RIJCOSX def2/J DEFGRID3
* xyz 2 1
Au 0.11 0.41 -0.39
C -4.59 1.19 0.56
C -3.33 1.04 -0.30
C -3.45 1.91 -1.56
C -3.21 -0.43 -0.73
P -1.77 1.45 0.63
C -1.90 0.51 2.26
N -0.99 -0.63 2.24
B 0.34 -0.61 1.68
N 0.71 -1.97 1.38
C 1.78 -2.38 0.50
P 1.68 -1.33 -1.04
C 0.64 -2.32 -2.25
C -0.52 -2.93 -1.46
C 0.09 -1.35 -3.30
C 1.39 -3.46 -2.94
C 3.43 -1.09 -1.63
C 4.21 -2.41 -1.58
C 4.12 -0.11 -0.68
C 3.46 -0.53 -3.05
C -0.35 -2.78 1.82
C -0.48 -4.16 1.77
C -1.67 -4.71 2.23
C -2.70 -3.91 2.71
C -2.57 -2.52 2.76
C -1.39 -1.97 2.31
C -1.56 3.25 1.03
C -0.28 3.37 1.88
C -1.33 4.04 -0.25
C -2.75 3.82 1.81
H -5.46 1.05 -0.10
H -4.69 2.17 1.02
H -4.66 0.42 1.33
H -4.20 1.46 -2.21
H -2.52 1.97 -2.12
H -3.78 2.92 -1.32
H -4.15 -0.74 -1.18
H -3.01 -1.11 0.11
H -2.43 -0.56 -1.48
H -2.92 0.15 2.34
H -1.73 1.18 3.10
H 1.62 -3.42 0.18
H 2.76 -2.34 0.97
H -1.04 -2.22 -0.82
H -0.21 -3.77 -0.84
H -1.24 -3.33 -2.18
H -0.59 -0.61 -2.87
H -0.49 -1.92 -4.03
H 0.87 -0.82 -3.85
H 1.88 -4.13 -2.23
H 2.13 -3.11 -3.66
H 0.66 -4.06 -3.49
H 4.17 -2.91 -0.61
H 5.26 -2.18 -1.77
H 3.90 -3.11 -2.35
H 4.12 -0.46 0.36
H 3.68 0.90 -0.74
H 5.16 0.00 -0.98
H 3.09 -1.25 -3.78
H 4.49 -0.31 -3.31
H 2.89 0.40 -3.14
H 0.31 -4.79 1.41
H -1.79 -5.78 2.22
H -3.61 -4.37 3.07
H -3.37 -1.91 3.15
H 0.59 3.02 1.32
H -0.34 2.84 2.83
H -0.12 4.42 2.10
H -0.54 3.60 -0.87
H -1.00 5.05 0.02
H -2.23 4.15 -0.86
H -3.01 3.22 2.69
H -3.63 3.92 1.18
H -2.49 4.82 2.16
N 2.32 1.13 1.83
C 2.93 1.83 2.78
C 2.30 1.56 3.98
C 1.29 0.66 3.66
N 1.31 0.41 2.34
H 2.52 1.09 0.84
H 3.77 2.47 2.55
H 2.54 1.95 4.95
H 0.56 0.17 4.28
Cl 2.34 3.01 -1.66
C 2.31 4.23 -2.99
Cl 0.77 5.06 -3.10
H 2.50 3.69 -3.90
H 3.09 4.94 -2.76
*
```

***

Record 4
Density functional theory data (wB97M-V/def2-TZVPD) for a molecular structure, C28H50GeIrNO6SSi3.

For the maximum force, the calculation gives 0.3 eV Å⁻¹. The calculation puts the electronic energy at -5050.24147 Ha.

The geometry in ORCA input format:
```
! wB97M-V def2-TZVPD RIJCOSX def2/J DEFGRID3
* xyz 3 2
Ir -0.91 -0.02 -0.98
O -5.62 0.22 -0.33
C -4.43 0.25 -0.91
O -3.84 1.24 -1.25
C -3.93 -1.14 -1.20
C -4.87 -2.14 -1.44
C -4.45 -3.39 -1.84
C -3.09 -3.59 -2.01
C -2.22 -2.56 -1.75
N -2.61 -1.34 -1.30
C -0.77 -2.65 -2.04
O -0.19 -3.71 -2.52
O -0.06 -1.66 -1.84
H -5.98 1.12 -0.26
H -5.92 -1.91 -1.33
H -5.16 -4.18 -2.03
H -2.74 -4.55 -2.36
H -0.78 -4.46 -2.69
C -1.96 -1.19 4.49
Si -2.59 -0.85 2.79
C -3.49 -2.31 2.07
C -3.51 0.73 2.53
Ge -0.35 -0.76 1.28
Si 0.70 1.06 2.65
C 1.60 0.20 4.03
C -0.50 2.33 3.27
C 1.98 1.78 1.49
Si 0.69 -2.98 1.44
C -0.55 -4.33 1.04
C 2.15 -2.98 0.27
C 1.29 -3.23 3.19
H -2.81 -1.11 5.18
H -1.21 -0.47 4.82
H -1.56 -2.20 4.58
H -4.19 -2.63 2.86
H -2.86 -3.16 1.84
H -4.10 -2.04 1.21
H -4.56 0.54 2.77
H -3.44 1.07 1.50
H -3.16 1.54 3.18
H 0.98 -0.33 4.75
H 2.13 0.99 4.57
H 2.36 -0.49 3.65
H -1.02 1.99 4.16
H -1.22 2.62 2.52
H 0.08 3.22 3.56
H 2.68 1.01 1.14
H 2.56 2.51 2.06
H 1.54 2.28 0.64
H -1.21 -4.12 0.20
H -1.17 -4.53 1.92
H 0.00 -5.25 0.83
H 1.89 -2.82 -0.78
H 2.66 -3.94 0.34
H 2.87 -2.22 0.57
H 0.55 -3.01 3.95
H 2.19 -2.66 3.41
H 1.55 -4.29 3.28
C 6.12 2.86 -4.65
C 5.00 2.25 -3.87
C 5.24 1.25 -2.93
C 4.23 0.69 -2.18
C 4.57 -0.40 -1.20
C 2.89 1.18 -2.36
C 1.90 0.61 -1.56
O 0.71 1.05 -1.44
C 2.63 2.20 -3.34
C 1.24 2.68 -3.66
C 3.68 2.70 -4.06
H 6.97 2.19 -4.70
H 6.44 3.78 -4.15
H 5.80 3.12 -5.65
H 6.26 0.89 -2.79
H 5.64 -0.60 -1.24
H 4.06 -1.33 -1.44
H 4.33 -0.12 -0.18
H 2.15 -0.29 -0.99
H 0.83 3.28 -2.85
H 0.56 1.86 -3.85
H 1.27 3.31 -4.55
H 3.49 3.45 -4.82
C -0.21 4.04 -0.39
S -1.57 3.02 -0.95
C -2.89 3.96 -0.21
O -1.48 1.74 -0.05
H -0.26 4.15 0.69
H -0.31 5.01 -0.88
H 0.71 3.57 -0.69
H -2.89 4.94 -0.68
H -2.72 4.04 0.86
H -3.82 3.44 -0.43
*
```

***

Record 5
Density functional theory data (wB97M-V/def2-TZVPD) for 3 unconnected molecules or ions with the total composition C28H51BClN4O7.

For the maximum force, the calculation gives 4.1 eV Å⁻¹. The calculation puts the electronic energy at -2327.93650 Ha.

The geometry in ORCA input format:
```
! wB97M-V def2-TZVPD RIJCOSX def2/J DEFGRID3
* xyz 1 1
C 1.09 -4.16 2.27
C 0.28 -3.18 1.30
O 0.09 -1.90 1.93
B -0.67 -1.00 1.15
O -1.09 0.26 1.66
C -1.10 -1.45 -0.34
C -2.33 -2.13 -0.67
N -3.33 -2.50 0.26
N -2.24 -2.33 -2.07
C -3.30 -3.01 -2.90
C -4.67 -2.33 -2.51
C -5.68 -3.06 -1.71
C -6.95 -2.44 -1.32
C -7.26 -1.06 -1.68
C -6.27 -0.33 -2.48
C -5.02 -0.95 -2.89
C -3.99 -0.16 -3.76
C -1.05 -1.82 -2.51
C -0.49 -1.85 -3.97
C -0.01 -3.31 -4.28
O -0.87 -4.17 -4.30
N 1.35 -3.76 -4.48
C 2.35 -2.66 -4.41
C 1.65 -4.65 -3.29
N -0.31 -1.25 -1.50
C 0.99 -0.59 -1.49
C 0.89 1.02 -1.52
C 1.57 1.71 -0.27
Cl -0.84 1.56 -1.74
H 0.76 -5.20 1.97
H 2.18 -4.12 2.00
H 0.90 -3.95 3.35
H 0.91 -3.13 0.36
H -0.69 -3.71 1.10
H -0.34 0.88 1.69
H -2.98 -2.54 1.22
H -4.13 -1.85 0.19
H -3.36 -4.07 -2.54
H -3.09 -2.92 -3.99
H -5.52 -4.12 -1.39
H -7.72 -3.00 -0.74
H -8.20 -0.55 -1.39
H -6.49 0.72 -2.77
H -3.66 -0.80 -4.64
H -4.54 0.71 -4.21
H -3.08 0.16 -3.18
H -1.32 -1.63 -4.70
H 0.27 -1.04 -4.12
H 2.03 -1.74 -4.98
H 3.32 -2.99 -4.86
H 2.54 -2.43 -3.32
H 1.29 -5.68 -3.53
H 2.74 -4.66 -3.05
H 1.06 -4.21 -2.42
H 1.67 -0.94 -0.66
H 1.52 -0.86 -2.45
H 1.44 1.38 -2.43
H 2.11 1.01 0.41
H 2.34 2.48 -0.59
H 0.79 2.32 0.28
C 4.50 4.87 1.24
O 4.23 5.02 -0.15
C 3.16 5.94 -0.41
C 3.67 7.35 -0.69
O 4.35 7.91 0.42
C 5.76 7.72 0.36
H 5.52 4.49 1.34
H 4.42 5.81 1.78
H 3.80 4.15 1.67
H 2.45 5.93 0.42
H 2.64 5.58 -1.30
H 2.80 7.99 -0.88
H 4.30 7.37 -1.58
H 6.20 8.50 -0.27
H 6.04 6.75 -0.04
H 6.16 7.82 1.37
C -1.19 0.94 4.86
O -0.99 -0.34 5.44
C 0.25 -0.90 5.06
C 1.35 -0.64 6.08
O 1.63 0.75 6.23
C 0.91 1.34 7.30
H -1.93 1.47 5.45
H -0.27 1.54 4.83
H -1.57 0.82 3.84
H 0.54 -0.55 4.06
H 0.10 -1.98 4.99
H 2.27 -1.11 5.72
H 1.11 -1.09 7.05
H 1.44 1.17 8.24
H -0.10 0.96 7.39
H 0.87 2.42 7.12
*
```

***

Question: Look up the maximum force of the fourth one.
Answer: 0.3 eV Å⁻¹

***

Question: maximum force of number 2 (C28H49NO2P2Re)?
Answer: 7.1 eV Å⁻¹

***

Question: The highest maximum force belongs to which entry?
Answer: C28H49N7

***

Question: What is the electronic energy in the second record?
Answer: -2061.71305 Ha